2 unconnected molecules or ions with the total composition C11H14O2 at a distorted geometry. Source: the OMol25 dataset; level of theory: wB97M-V/def2-TZVPD.

Results
LUMO level (alpha / beta) (eV): -0.04 / -0.47
Calculated total energy (eV): -15721.3804
Energy relative to the best compared isomer or geometry (same formula, charge and spin) (kcal per mole): 184.2
Maximum force (eV Å⁻¹): 3.4

The geometry in ORCA input format:
```
! RIJCOSX wB97M-V def2-TZVPD def2/J DEFGRID3
* xyz 0 1
C -2.811 -1.646 -2.094
C -2.024 -1.005 -2.956
C -2.045 -1.870 -0.811
C 0.543 1.866 0.310
C -0.739 -0.561 -2.406
C -0.669 -1.167 -1.077
C 1.071 0.526 0.117
C 0.583 0.872 1.497
C 2.313 0.032 -0.393
C 1.679 0.963 2.553
C -0.725 0.340 2.091
O -2.391 -2.385 0.216
O 0.136 -1.650 -2.043
H -3.856 -1.958 -2.115
H -2.279 -0.564 -3.890
H 1.263 2.770 0.311
H -0.367 2.079 -0.130
H -0.367 0.420 -2.616
H 2.904 -0.593 0.360
H 2.735 0.953 -0.759
H 2.288 -0.703 -1.275
H 2.516 1.537 2.236
H 1.980 -0.128 2.629
H 1.215 1.299 3.445
H -0.610 -0.760 1.936
H -1.599 0.742 1.671
H -0.742 0.592 3.193
*
```

Atom charges from the Mulliken analysis, given in e for atoms 1 to 4: atom 1 (C): -0.3137, atom 2 (C): -0.9338, atom 3 (C): -0.0105, atom 4 (C): -1.2106


4 unconnected molecules or ions with the total composition C6H19NO4 at a distorted geometry. Source: the OMol25 dataset; level of theory: wB97M-V/def2-TZVPD.

Results
SMILES: CCCC(=O)NCC.O.O.O
LUMO level (eV): 0.54
Calculated total energy (eV): -16207.7141
Energy relative to the best compared isomer or geometry (same formula, charge and spin) (kcal per mole): 85.7
Maximum force (eV Å⁻¹): 11.9

The geometry in ORCA input format:
```
! RIJCOSX wB97M-V def2-TZVPD def2/J DEFGRID3
* xyz 0 1
O -0.391 -0.482 -0.584
C -0.334 0.605 -0.048
N -0.847 0.988 1.209
C -2.110 0.649 2.001
C -3.214 0.236 0.982
C 0.547 1.614 -0.759
C 2.327 0.632 -2.344
C 2.114 1.361 -0.947
H -0.564 1.907 1.654
H -2.439 1.437 2.599
H -1.799 -0.255 2.540
H -3.838 -0.493 1.482
H -2.895 -0.240 0.084
H -3.795 0.996 0.560
H 0.656 2.482 0.014
H 0.018 1.833 -1.742
H 1.947 1.118 -3.190
H 1.811 -0.352 -2.390
H 3.424 0.365 -2.394
H 2.675 2.295 -0.715
H 2.453 0.697 -0.091
H -2.009 -1.911 -2.867
H -0.687 -1.358 -2.661
O -1.316 -1.760 -3.287
H 2.568 -1.734 0.165
H 1.859 -2.585 1.163
O 2.516 -1.830 1.183
H 0.540 -1.715 2.573
H 0.989 -0.370 2.073
O 0.322 -0.879 2.610
*
```

Atom charges from the Mulliken analysis, given in e for atoms 1 to 4: atom 1 (O): -0.5596, atom 2 (C): 0.3344, atom 3 (N): -0.1768, atom 4 (C): -0.3132


A molecular structure, C28H26BrIN5O6STl. Source: the OMol25 dataset; level of theory: wB97M-V/def2-TZVPD.

Results
LUMO level (eV): 3.84
Calculated total energy (eV): -142864.6184
Maximum force (eV Å⁻¹): 0.9

The geometry in ORCA input format:
```
! RIJCOSX wB97M-V def2-TZVPD def2/J DEFGRID3
* xyz -2 1
Tl 1.377 -0.973 -0.740
O -1.182 4.669 -0.769
C -1.344 3.930 -1.921
C -1.967 4.529 -3.015
C -2.172 3.822 -4.188
C -1.741 2.509 -4.277
C -1.106 1.920 -3.197
C -0.896 2.608 -2.004
C -0.193 1.776 -0.921
O -0.775 0.604 -0.729
N -0.156 2.508 0.401
N 0.816 2.249 1.216
C 0.584 2.243 2.496
C 1.595 2.019 3.469
Br 3.254 1.335 2.785
C 1.512 2.178 4.813
C 0.458 2.883 5.524
C -0.288 3.934 4.963
C -1.292 4.562 5.676
C -1.584 4.183 6.980
C -0.820 3.187 7.571
C 0.183 2.553 6.861
H -1.579 5.532 -0.914
H -2.295 5.563 -2.935
H -2.675 4.303 -5.019
H -1.896 1.945 -5.188
H -0.758 0.892 -3.243
H 0.889 1.747 -1.211
H -1.089 2.543 0.816
H -0.434 2.371 2.869
H 2.285 1.735 5.428
H -0.047 4.278 3.967
H -1.861 5.355 5.207
H -2.382 4.670 7.526
H -1.019 2.891 8.595
H 0.761 1.766 7.332
C -4.610 -2.567 -2.830
C -3.198 -2.912 -2.434
C -2.645 -2.380 -1.276
C -1.351 -2.701 -0.903
C -0.589 -3.545 -1.695
C -1.127 -4.079 -2.855
C -2.425 -3.762 -3.220
S 1.083 -3.996 -1.190
O 1.135 -3.588 0.219
O 1.137 -5.435 -1.413
N 2.172 -3.178 -1.950
C 2.134 -3.216 -3.392
C 1.174 -2.143 -4.014
O 0.874 -2.307 -5.209
O 0.809 -1.199 -3.256
H -5.256 -2.515 -1.952
H -5.015 -3.307 -3.521
H -4.632 -1.591 -3.319
H -3.225 -1.702 -0.660
H -0.948 -2.317 0.025
H -0.524 -4.746 -3.456
H -2.843 -4.171 -4.133
H 1.854 -4.200 -3.788
H 3.134 -2.966 -3.763
I 3.407 -6.075 0.957
C 4.220 -4.201 0.654
C 3.938 -3.072 1.376
N 4.734 -2.110 0.868
N 5.519 -2.547 -0.123
C 5.211 -3.823 -0.266
H 3.221 -2.896 2.156
H 4.772 -1.149 1.157
H 5.693 -4.428 -1.014
*
```

Atom charges from the Mulliken analysis, given in e for atoms 1 to 4: atom 1 (Tl): 0.8151, atom 2 (O): -0.5188, atom 3 (C): 1.4447, atom 4 (C): -0.8672


A molecular structure, C3H12N6O3Rb at a distorted geometry. Source: the OMol25 dataset; level of theory: wB97M-V/def2-TZVPD.

Results
LUMO level (eV): -2.66
Calculated total energy (eV): -19043.6005
Energy relative to the best compared isomer or geometry (same formula, charge and spin) (kcal per mole): 2.9
Maximum force (eV Å⁻¹): 3.0

The geometry in ORCA input format:
```
! RIJCOSX wB97M-V def2-TZVPD def2/J DEFGRID3
* xyz 1 1
Rb 31.054 26.679 21.345
C 30.647 23.500 23.749
O 31.248 24.345 23.076
N 31.260 22.744 24.701
N 29.308 23.292 23.585
H 32.264 22.746 24.656
H 30.798 22.158 25.365
H 28.911 22.595 24.184
H 28.815 23.840 22.901
C 27.612 25.186 20.239
O 28.822 24.968 20.404
N 26.935 26.061 21.031
N 26.905 24.684 19.185
H 25.964 26.279 20.915
H 27.464 26.585 21.712
H 27.363 24.224 18.422
H 25.907 24.630 19.256
C 28.909 27.429 24.216
O 28.938 26.973 23.046
N 28.869 28.722 24.596
N 28.641 26.533 25.198
H 28.618 29.031 25.511
H 29.031 29.373 23.844
H 28.757 26.789 26.164
H 28.577 25.549 25.017
*
```

Atom charges from the Mulliken analysis, given in e for atoms 1 to 4: atom 1 (Rb): 0.9942, atom 2 (C): 0.5459, atom 3 (O): -0.5707, atom 4 (N): -0.3987


C2H4N4O2 in the gas phase at a distorted geometry. Source: the OMol25 dataset; level of theory: wB97M-V/def2-TZVPD.

Results
SMILES: CNN=c1onno1
LUMO level (eV): 0.26
Calculated total energy (eV): -12188.8583
Energy relative to the best compared isomer or geometry (same formula, charge and spin) (kcal per mole): 106.8
Maximum force (eV Å⁻¹): 3.6

The geometry in ORCA input format:
```
! RIJCOSX wB97M-V def2-TZVPD def2/J DEFGRID3
* xyz 0 1
C 2.281 -0.177 0.266
C -1.202 -0.168 -0.196
H 2.051 -0.467 1.328
H 2.688 -0.982 -0.364
H 2.952 0.571 0.169
H 0.807 1.395 -0.375
N 1.068 0.318 -0.470
N 0.014 -0.482 -0.279
N -3.229 0.724 0.060
N -3.409 -0.524 -0.001
O -1.836 0.957 -0.027
O -2.183 -1.165 -0.110
*
```

Atom charges from the Mulliken analysis, given in e for atoms 1 to 4: atom 1 (C): -0.7231, atom 2 (C): 0.5034, atom 3 (H): 0.2514, atom 4 (H): 0.2380


A molecular structure, C5H7ClO at a distorted geometry. Source: the OMol25 dataset; level of theory: wB97M-V/def2-TZVPD.

Results
LUMO level (alpha / beta) (eV): -0.06 / -1.04
Calculated total energy (eV): -19863.0405
Energy relative to the best compared isomer or geometry (same formula, charge and spin) (kcal per mole): 113.3
Maximum force (eV Å⁻¹): 7.2

The geometry in ORCA input format:
```
! RIJCOSX wB97M-V def2-TZVPD def2/J DEFGRID3
* xyz 0 1
C -0.408 2.182 -0.269
C 0.032 0.899 0.176
C -1.076 -0.693 -0.085
C 1.365 0.491 0.331
C -0.366 -1.962 -0.137
O 0.075 3.270 -0.176
Cl -2.751 -0.460 0.229
H -1.398 1.936 -0.881
H 1.977 1.198 1.027
H 1.342 -0.415 0.854
H 1.974 0.435 -0.624
H -0.964 -2.448 -0.822
H 0.657 -1.930 -0.382
H -0.458 -2.501 0.758
*
```

Atom charges from the Mulliken analysis, given in e for atoms 1 to 4: atom 1 (C): 0.0900, atom 2 (C): 0.4087, atom 3 (C): 0.2052, atom 4 (C): -1.1370


A molecular structure, C2H9N3O at a distorted geometry. Source: the OMol25 dataset; level of theory: wB97M-V/def2-TZVPD.

Results
LUMO level (eV): 1.05
Calculated total energy (eV): -8733.1771
Energy relative to the best compared isomer or geometry (same formula, charge and spin) (kcal per mole): 121.4
Maximum force (eV Å⁻¹): 3.0

The geometry in ORCA input format:
```
! RIJCOSX wB97M-V def2-TZVPD def2/J DEFGRID3
* xyz 0 1
C 0.576 -0.742 0.579
C -1.817 -0.477 -0.223
N -0.447 0.037 -0.263
N 1.677 -0.694 -0.336
N -0.458 1.438 0.155
O 2.377 0.585 -0.076
H 3.265 0.307 0.174
H 0.712 -0.262 -1.113
H 0.526 1.708 0.183
H -0.881 1.958 -0.612
H 0.220 -1.772 0.635
H 0.737 -0.271 1.553
H -2.231 -0.418 0.787
H -1.809 -1.514 -0.556
H -2.446 0.116 -0.887
*
```

Atom charges from the Mulliken analysis, given in e for atoms 1 to 4: atom 1 (C): -0.5320, atom 2 (C): -0.8148, atom 3 (N): 0.1581, atom 4 (N): -0.5581


2 unconnected molecules or ions with the total composition C2H6O2SSi at a distorted geometry. Source: the OMol25 dataset; level of theory: wB97M-V/def2-TZVPD.

Results
LUMO level (eV): -0.05
Calculated total energy (eV): -24975.9708
Energy relative to the best compared isomer or geometry (same formula, charge and spin) (kcal per mole): 64.1
Maximum force (eV Å⁻¹): 2.6

The geometry in ORCA input format:
```
! RIJCOSX wB97M-V def2-TZVPD def2/J DEFGRID3
* xyz 0 1
C 0.944 0.564 0.396
C -0.875 2.296 -1.812
O 0.142 1.208 1.015
O 1.152 -0.733 0.593
Si 0.188 -1.746 1.532
S -1.033 0.750 -2.198
H 1.437 0.762 -0.518
H -1.169 2.418 -0.700
H -0.261 -2.820 0.575
H 1.142 -2.387 2.529
H -1.191 -1.102 1.980
H -0.476 0.791 -3.392
*
```

Atom charges from the Mulliken analysis, given in e for atoms 1 to 4: atom 1 (C): 0.0909, atom 2 (C): -0.2673, atom 3 (O): -0.4957, atom 4 (O): -0.2223